Record 1
A molecular structure, C19H23BIIrN3O4S at a distorted geometry. Source: OMol25; level of theory: ωB97M-V/def2-TZVPD.

Structure (XYZ):
```
53
Properties=species:S:1:pos:R:3
Ir -0.205 -0.254 -0.530
C 0.783 -1.674 3.406
C 1.242 -1.467 2.002
C 2.179 -0.501 1.692
C 2.581 -0.260 0.365
C 3.601 0.778 0.052
C 2.023 -1.044 -0.663
C 1.135 -2.119 -0.374
C 0.848 -3.171 -1.420
C 0.720 -2.269 0.958
H -0.135 -1.102 3.568
H 1.523 -1.328 4.125
H 0.556 -2.722 3.602
H 2.616 0.087 2.489
H 3.125 1.758 -0.003
H 4.088 0.583 -0.902
H 4.356 0.828 0.836
H 2.417 -0.958 -1.669
H 0.099 -2.845 -2.143
H 0.492 -4.087 -0.954
H 1.760 -3.390 -1.973
H 0.044 -3.079 1.207
B -4.359 -1.420 -2.041
C -3.046 -1.208 -1.305
N -2.029 -1.046 -0.759
H -4.698 -0.364 -2.502
H -5.203 -1.861 -1.302
H -4.181 -2.320 -2.824
O -0.063 0.372 -2.862
C 0.098 1.542 -2.469
N 0.130 1.771 -1.154
S 0.503 3.360 -0.786
O 1.817 3.420 -0.221
O -0.568 3.944 -0.033
C 0.472 3.873 -2.495
C 0.605 5.130 -3.039
C 0.474 5.246 -4.420
C 0.221 4.135 -5.218
C 0.109 2.869 -4.658
C 0.237 2.755 -3.286
H 0.800 5.995 -2.420
H 0.563 6.221 -4.878
H 0.103 4.254 -6.286
H -0.081 1.988 -5.258
N -2.434 1.819 1.074
C -1.331 1.616 1.783
O -0.481 0.747 1.499
C -1.181 2.404 3.052
I -1.887 1.157 4.649
H -2.530 1.346 0.188
H -3.024 2.616 1.240
H -1.770 3.314 3.052
H -0.137 2.621 3.245
```

Summary:
orbital gap (spin up / spin down) = 6.061 / 5.967 eV
E_HOMO (spin up / spin down) = -11.8 / -11.8 eV
total charge = +1
total energy = -55178.7902 eV
lowest unoccupied orbital energy (spin up / spin down) = -0.211 / -0.214 Eh
energy relative to the best compared isomer or geometry (same formula, charge and spin) = 57.71 kcal per mole

Record 2
A molecular structure, C55H50BF4HfN8O2S4 at a distorted geometry. Source: OMol25; level of theory: ωB97M-V/def2-TZVPD.

Structure (XYZ):
```
125
Properties=species:S:1:pos:R:3
Hf -15.362 -12.801 13.636
C -10.675 -9.410 12.055
C -9.502 -10.126 12.803
C -8.496 -10.673 11.763
C -8.773 -9.065 13.675
C -10.029 -11.276 13.644
C -9.081 -12.081 14.377
C -9.477 -13.226 15.053
C -10.822 -13.608 15.007
S -11.579 -14.891 15.879
C -13.125 -14.230 15.447
N -13.105 -13.214 14.568
C -11.766 -12.811 14.341
C -11.368 -11.586 13.732
C -14.424 -14.743 15.906
C -14.527 -15.854 16.742
C -15.776 -16.187 17.289
C -16.871 -15.357 17.020
C -16.778 -14.372 16.023
C -15.541 -14.095 15.428
H -10.326 -8.569 11.497
H -11.436 -9.022 12.727
H -11.162 -10.117 11.393
H -8.158 -9.879 11.092
H -8.980 -11.461 11.162
H -7.593 -11.107 12.188
H -8.570 -8.198 13.036
H -7.847 -9.417 14.121
H -9.439 -8.685 14.466
H -8.000 -11.878 14.438
H -8.742 -13.816 15.600
H -12.112 -10.858 13.418
H -13.657 -16.489 17.041
H -15.811 -17.007 17.987
H -17.800 -15.482 17.570
H -17.650 -13.790 15.757
N -15.237 -11.317 15.142
S -15.809 -10.108 15.832
N -17.213 -9.346 15.436
S -17.609 -8.452 14.247
N -17.448 -8.865 12.717
S -17.581 -10.425 12.213
N -16.548 -11.411 12.729
C -17.496 -10.076 10.437
C -16.815 -8.992 9.942
C -16.875 -8.728 8.572
C -17.478 -9.580 7.679
C -18.106 -10.707 8.211
C -18.034 -10.996 9.542
C -19.236 -11.012 12.574
C -19.392 -11.817 13.689
C -20.674 -12.228 14.048
C -21.763 -11.923 13.224
C -21.553 -11.029 12.167
C -20.298 -10.600 11.806
C -16.911 -6.759 14.379
C -17.295 -5.960 15.436
C -16.925 -4.622 15.468
C -16.170 -4.087 14.437
C -15.656 -4.960 13.461
C -16.044 -6.292 13.388
C -19.338 -8.076 14.396
C -19.840 -7.230 13.398
C -21.166 -6.876 13.426
C -22.038 -7.397 14.389
C -21.540 -8.274 15.358
C -20.156 -8.557 15.407
C -14.565 -8.812 15.857
C -14.618 -7.835 16.845
C -13.686 -6.817 16.842
C -12.593 -6.842 15.966
C -12.534 -7.859 15.003
C -13.520 -8.849 14.948
C -16.235 -10.500 17.516
C -15.361 -10.330 18.610
C -15.855 -10.455 19.904
C -17.196 -10.743 20.141
C -17.974 -11.159 19.060
C -17.489 -11.069 17.753
H -16.274 -8.326 10.580
H -16.479 -7.783 8.210
H -17.471 -9.422 6.608
H -18.616 -11.382 7.574
H -18.371 -11.949 9.949
H -18.497 -12.126 14.213
H -20.802 -12.736 14.976
H -22.790 -12.299 13.350
H -22.371 -10.566 11.659
H -20.133 -9.936 10.956
H -17.880 -6.364 16.248
H -17.246 -4.051 16.311
H -15.972 -3.003 14.388
H -14.966 -4.570 12.717
H -15.673 -6.955 12.608
H -19.186 -6.951 12.562
H -21.562 -6.180 12.704
H -23.080 -7.097 14.379
H -22.221 -8.804 16.048
H -19.718 -9.160 16.194
H -15.418 -7.884 17.606
H -13.803 -6.042 17.596
H -11.873 -6.069 16.007
H -11.703 -7.934 14.314
H -13.508 -9.676 14.238
H -14.315 -10.121 18.437
H -15.154 -10.285 20.725
H -17.592 -10.682 21.123
H -18.966 -11.544 19.198
H -18.121 -11.373 16.906
O -13.003 -12.510 17.670
H -13.668 -12.135 17.082
H -13.407 -12.576 18.536
O -16.180 -13.455 10.146
H -15.579 -13.678 9.409
H -16.579 -14.321 10.399
F -17.190 -13.983 13.165
B -16.730 -15.327 12.791
F -15.268 -14.986 12.772
F -17.004 -16.225 13.761
F -17.206 -15.640 11.533
N -13.907 -12.692 12.170
C -13.114 -12.820 11.304
N -12.265 -13.163 10.438
C -11.591 -12.406 9.636
N -10.961 -11.814 8.843
```

Summary:
orbital gap = 6.808 eV
E_HOMO = -9.7 eV
total charge = +1
total energy = -130052.9556 eV
lowest unoccupied orbital energy = -0.107 Eh
energy relative to the best compared isomer or geometry (same formula, charge and spin) = 0.00 kcal per mole

Record 3
A molecular structure, C32H23Cl5N3O6PRu at a distorted geometry. Source: OMol25; level of theory: ωB97M-V/def2-TZVPD.

Structure (XYZ):
```
71
Properties=species:S:1:pos:R:3
Ru 0.659 -1.372 -0.200
Cl 3.368 -2.718 0.922
C 3.000 -1.214 1.671
C 1.737 -0.665 1.420
C 1.384 0.401 2.245
Cl -0.243 0.943 2.168
C 2.255 0.994 3.152
Cl 1.734 2.316 4.116
C 3.554 0.503 3.267
Cl 4.677 1.256 4.320
C 3.919 -0.635 2.543
Cl 5.479 -1.317 2.747
C 0.532 -2.962 3.385
C -0.059 -3.558 2.165
N -0.033 -3.042 0.945
C -0.788 -3.855 0.138
C -1.272 -4.899 0.895
N -0.798 -4.682 2.164
C -2.122 -6.090 0.602
O -2.519 -6.249 -0.632
O -2.395 -6.837 1.513
C -1.115 -3.408 -1.262
O -1.803 -4.147 -1.969
O -0.733 -2.243 -1.546
H 1.507 -2.533 3.178
H 0.634 -3.709 4.165
H -0.111 -2.158 3.745
H -1.013 -5.292 2.942
H -2.251 -5.489 -1.257
N 0.342 0.336 -0.981
P -0.553 1.597 -0.718
C 0.442 2.929 0.025
C 1.814 2.710 0.087
C 2.637 3.703 0.592
C 2.092 4.905 1.020
C 0.729 5.132 0.912
C -0.101 4.147 0.407
C -1.067 2.358 -2.295
C -0.132 2.378 -3.320
C -0.455 2.955 -4.534
C -1.708 3.513 -4.725
C -2.631 3.513 -3.693
C -2.315 2.939 -2.474
C -2.165 1.218 0.072
C -2.669 -0.009 -0.348
C -3.889 -0.456 0.125
C -4.616 0.333 1.004
C -4.118 1.561 1.409
C -2.886 2.007 0.958
H 2.220 1.768 -0.268
H 3.704 3.543 0.646
H 2.733 5.670 1.432
H 0.309 6.083 1.208
H -1.160 4.329 0.294
H 0.834 1.921 -3.151
H 0.267 2.968 -5.336
H -1.968 3.948 -5.679
H -3.605 3.957 -3.839
H -3.038 2.933 -1.672
H -2.095 -0.598 -1.059
H -4.277 -1.411 -0.203
H -5.572 -0.014 1.368
H -4.693 2.177 2.083
H -2.491 2.950 1.309
C 3.716 -2.336 -3.079
C 2.717 -1.995 -1.987
O 1.859 -2.851 -1.685
O 2.794 -0.891 -1.408
H 3.994 -3.383 -2.993
H 4.589 -1.695 -3.006
H 3.228 -2.182 -4.039
```

Summary:
orbital gap (spin up / spin down) = 8.811 / 7.350 eV
E_HOMO (spin up / spin down) = -9.0 / -9.1 eV
multiplicity = 5
total energy = -124796.4671 eV
lowest unoccupied orbital energy (spin up / spin down) = -0.006 / -0.064 Eh
energy relative to the best compared isomer or geometry (same formula, charge and spin) = 17.06 kcal per mole